This record from the OMol25 dataset describes 4 unconnected molecules or ions with the total composition CH11NO4. The level of theory is wB97M-V/def2-TZVPD.

Computed properties:
Molar mass = 101.1 u
Energy relative to the best compared isomer or geometry (same formula, charge and spin) = 0.855 eV
Structure (SMILES) = NCO.O.O.O

Cartesian coordinates (Å):
O 1.835 -0.652 0.738
O -1.208 1.582 -0.348
O 0.120 1.527 -3.124
O -2.118 -0.473 -2.114
N 0.677 -1.672 2.678
C 1.151 -0.505 1.941
H -2.062 0.086 -1.311
H 0.315 0.183 1.734
H 1.703 0.035 2.716
H -1.617 -1.285 -1.873
H 0.975 1.519 -3.555
H -0.604 1.617 -1.099
H 0.484 -1.460 3.647
H -0.218 -1.990 2.306
H -1.719 2.378 -0.223
H 0.003 0.611 -2.859
H 2.283 -1.500 0.744

Cartesian forces, eV/Å:
O -0.13 -0.74 -0.01
O -0.02 -1.07 0.62
O 0.05 0.00 0.23
O 0.81 -0.75 0.64
N -0.30 -0.79 -1.24
C -1.41 1.74 1.91
H -0.02 -0.14 -0.38
H 0.15 -0.21 -0.39
H 0.75 0.09 -0.35
H -0.67 0.82 -0.24
H 0.24 0.22 -0.07
H -0.14 0.83 -0.15
H 0.39 0.23 0.00
H 0.27 -0.09 -0.07
H 0.21 0.38 -0.49
H -0.43 -0.31 -0.10
H 0.26 -0.21 0.11

This record from the OMol25 dataset describes C6H10O3 in the gas phase. The level of theory is wB97M-V/def2-TZVPD.

Computed properties:
Molar mass = 130.1 u
Energy relative to the best compared isomer or geometry (same formula, charge and spin) = 1.165 eV
Structure (SMILES) = CC/C(=C/C(=O)O)OC

Cartesian coordinates (Å):
O 1.067 2.790 0.414
O 2.207 0.875 0.060
O -0.076 -1.388 -0.784
C 0.861 -1.002 -1.801
C -2.229 -2.059 1.317
C 1.169 1.473 0.281
C -2.026 -0.856 0.360
C -0.549 -0.400 0.017
C -0.224 0.860 0.299
H -2.500 -1.057 -0.615
H -0.997 1.467 0.744
H -3.103 -2.657 1.223
H 0.406 -0.215 -2.440
H 1.959 3.136 0.439
H -1.376 -2.723 1.137
H -2.607 0.000 0.710
H 1.005 -1.842 -2.534
H 1.773 -0.664 -1.393
H -2.157 -1.758 2.373

Cartesian forces, eV/Å:
O -0.06 0.50 0.45
O -0.49 0.75 0.66
O 1.09 0.84 0.32
C -1.11 -0.55 -1.84
C 2.31 0.64 0.26
C -1.43 -1.92 -1.58
C -0.39 0.44 -0.40
C -3.53 -1.95 -0.54
C 2.40 0.69 0.50
H 0.36 -0.27 0.23
H 0.10 -0.03 0.18
H -0.95 -0.07 -0.53
H 0.18 -0.05 0.62
H 0.59 0.33 -0.04
H -0.20 -0.17 0.15
H 0.29 0.11 0.28
H -0.14 0.40 1.22
H 0.98 0.25 0.39
H 0.00 0.07 -0.34

Number 1: gap between HOMO and LUMO 10.30 eV, HOMO energy -9.76 eV. Number 2: gap between HOMO and LUMO 10.19 eV, HOMO energy -9.39 eV.